[1]
Molecular formula: C4H6N2OS
Method: DFT, wB97M-V/def2-TZVPD

Output
charge	0
orbital gap (spin up / spin down)	8.458 / 8.459	eV
energy above the lowest of the compared OMol25 structures with the same formula, charge and spin	7.997	eV
DFT total energy	-738.71081	Ha
E_LUMO (spin up / spin down)	-0.24 / -0.24	eV
E_HOMO (spin up / spin down)	-8.6974 / -8.6968	eV

CARTESIAN COORDINATES (ANGSTROEM)
C -0.34183 -0.78025 -0.95125
C -0.85243 0.42985 -0.46302
C 1.81051 -0.36048 0.19028
C -1.51100 0.44387 0.88929
N 2.95905 -0.77979 -0.65237
N 2.87225 -1.17885 0.52675
O 1.50815 0.82925 0.73548
S 0.62156 1.76107 -0.27443
H -0.57889 -1.68009 -0.62037
H 0.01618 -0.74298 -1.92777
H -1.39896 1.11758 -1.18330
H -1.80371 1.44408 1.18843
H -0.91724 -0.22674 1.62822
H -2.38364 -0.27653 0.91405

---

[2]
Molecular formula: C4H6N2OS
Method: DFT, wB97M-V/def2-TZVPD

Output
charge	0
orbital gap	7.654	eV
energy above the lowest of the compared OMol25 structures with the same formula, charge and spin	4.890	eV
DFT total energy	-738.82496	Ha
E_LUMO	0.21	eV
E_HOMO	-7.4390	eV

CARTESIAN COORDINATES (ANGSTROEM)
C -0.07073 -0.68939 -1.17435
C -0.89196 0.94450 0.61267
C -2.53844 0.35349 -1.07308
C 1.29798 -0.89085 -1.70888
N -2.15500 0.66416 0.19661
N -0.76583 0.98496 1.91951
O -3.67852 0.31802 -1.44280
S -1.16278 0.03206 -2.22410
H 1.81537 0.06634 -1.61061
H 1.34180 -1.17523 -2.76128
H 1.82826 -1.62436 -1.10272
H -2.93550 0.65708 0.86590
H 0.13652 1.18243 2.32145
H -1.52307 0.77771 2.57639

---

[3]
Molecular formula: C4H6N2OS
Method: DFT, wB97M-V/def2-TZVPD

Output
charge	0
orbital gap	9.468	eV
energy above the lowest of the compared OMol25 structures with the same formula, charge and spin	4.462	eV
DFT total energy	-738.84068	Ha
E_LUMO	0.22	eV
E_HOMO	-9.2444	eV

CARTESIAN COORDINATES (ANGSTROEM)
C 2.91432 -0.05078 -0.29585
C 0.61961 -0.17895 -0.18390
C -1.78783 -0.50152 -0.08584
C -1.58166 0.96861 0.57189
H 3.03399 0.82346 0.78940
H -0.07265 -1.84444 -0.70580
H -1.97186 -1.22120 0.66613
H -2.64807 -0.39534 -0.83355
H -1.88043 1.05411 1.72692
H -1.97300 1.92790 0.07084
N 1.76097 -0.68954 -0.66639
N -0.53137 -0.75305 -0.64428
O 3.94357 -0.45972 -1.03817
S 0.17443 1.32047 0.62860

---

[4]
Molecular formula: C4H6N2OS
Method: DFT, wB97M-V/def2-TZVPD

Output
charge	0
orbital gap	9.238	eV
energy above the lowest of the compared OMol25 structures with the same formula, charge and spin	4.265	eV
SMILES string	N[C@H]1[C@H]2SNC(=O)[C@H]12
DFT total energy	-738.84793	Ha
E_LUMO	0.65	eV
E_HOMO	-8.5922	eV

CARTESIAN COORDINATES (ANGSTROEM)
C -0.95383 0.76437 0.32673
C 0.54555 0.56098 0.58551
C 0.84875 -0.64418 -1.42908
C -0.21942 -0.29728 -0.42678
H -2.19638 0.98104 1.85301
H -2.84767 0.02949 0.69838
H -1.11573 1.74636 -0.12837
H 1.06381 1.42929 0.17081
H 2.81495 -1.21768 -0.92096
H -0.43809 -1.27299 0.13608
N -2.00000 0.27220 1.18898
N 1.84940 -1.10141 -0.57978
O 0.93888 -0.59573 -2.61519
S 1.70980 -0.65447 1.14066